Entry 1:
# C32H34Cl3FeN5OSSiTe

C32H34Cl3FeN5OSSiTe as an isolated structure (the ωB97M-V functional and the def2-TZVPD basis, the Open Molecules 2025 dataset).

## Properties
**E**: -5189.0509 a.u.
**<S²>**: 8.774
**LUMO (spin up / spin down)**: 2.2 / 1.8 eV
**Orbital gap (spin up / spin down)**: 6.496 / 7.043 eV
**Max |F|**: 0.0143 Eh/bohr
**Total charge**: -1
**2S+1**: 6
**Energy relative to the best compared isomer or geometry (same formula, charge and spin)**: 0.0 kJ/mol

Atoms and positions in Å:
1 Fe 0.1811 2.7609 1.6381
2 N -2.7709 0.1510 3.8044
3 C -1.7862 1.0023 3.3995
4 S -2.1508 2.0632 2.0862
5 N -0.6421 0.8707 4.0500
6 N 0.3127 1.7276 3.5984
7 C 1.5245 1.4610 3.9023
8 C 2.5756 2.3544 3.3798
9 C 3.9077 2.0326 3.5608
10 C 4.8604 2.9115 3.0517
11 C 4.4326 4.0506 2.3847
12 C 3.0663 4.2551 2.2150
13 N 2.1548 3.4284 2.7034
14 H -3.6967 0.3246 3.4569
15 H -2.6659 -0.2684 4.7135
16 H 1.8307 0.5932 4.4818
17 H 4.1827 1.1240 4.0790
18 H 5.9161 2.7002 3.1658
19 H 5.1320 4.7581 1.9632
20 H 2.6926 5.0999 1.6516
21 C -5.5797 -3.9417 1.3673
22 C -4.3386 -3.1231 1.1263
23 C -3.1665 -3.3731 1.8220
24 C -2.0125 -2.6189 1.6079
25 C -0.7921 -2.9244 2.4424
26 C -2.0301 -1.6057 0.6461
27 Te -0.0453 -0.4658 0.4187
28 N 1.0227 1.3894 0.4537
29 C 2.1749 1.6250 -0.1902
30 O 2.7423 2.7240 -0.2069
31 C 2.8221 0.4876 -0.9508
32 C 2.9562 0.6015 -2.3340
33 C 3.5042 -0.4319 -3.0761
34 C 3.9557 -1.5827 -2.4394
35 C 3.8590 -1.6866 -1.0599
36 C 3.2867 -0.6583 -0.3192
37 C -0.1753 -0.6058 -1.6936
38 C 0.0321 -1.8717 -2.2509
39 C 0.2870 -3.0972 -1.4138
40 C -0.0130 -2.0125 -3.6365
41 C -0.2557 -0.9368 -4.4722
42 C -0.2951 -1.1046 -5.9676
43 C -0.4673 0.3085 -3.8937
44 C -0.4344 0.5043 -2.5178
45 C -0.6720 1.9018 -2.0116
46 C -3.2136 -1.3052 -0.0353
47 C -3.3152 -0.1677 -1.0105
48 C -4.3454 -2.0791 0.2100
49 H -5.3991 -4.7214 2.1077
50 H -5.9205 -4.4232 0.4483
51 H -6.3999 -3.3183 1.7297
52 H -3.1447 -4.1692 2.5608
53 H -1.0057 -3.7363 3.1392
54 H -0.4873 -2.0541 3.0289
55 H 0.0617 -3.2187 1.8281
56 H 2.6144 1.5075 -2.8189
57 H 3.5763 -0.3427 -4.1531
58 H 4.3841 -2.3930 -3.0167
59 H 4.2206 -2.5752 -0.5558
60 H 3.1960 -0.7518 0.7573
61 H 1.0627 -2.9113 -0.6673
62 H 0.6103 -3.9267 -2.0433
63 H -0.6147 -3.4023 -0.8754
64 H 0.1554 -2.9947 -4.0671
65 H -0.1469 -2.1468 -6.2504
66 H 0.4835 -0.5101 -6.4501
67 H -1.2533 -0.7761 -6.3751
68 H -0.6725 1.1633 -4.5308
69 H -1.2592 2.4691 -2.7345
70 H 0.2615 2.4477 -1.8580
71 H -1.1897 1.9215 -1.0546
72 H -2.8589 0.7294 -0.5948
73 H -4.3604 0.0576 -1.2248
74 H -2.8121 -0.3965 -1.9532
75 H -5.2619 -1.8474 -0.3256
76 Cl -2.4623 5.7080 0.8462
77 Si -0.4346 5.0726 0.7873
78 Cl 0.4993 6.7701 1.6915
79 Cl 0.0094 5.4187 -1.2763

Löwdin atomic charge list, values in e, 6 entries: atom 1 (Fe): 0.32, atom 2 (N): 0.07, atom 3 (C): -0.89, atom 4 (S): 0.56, atom 5 (N): -0.02, atom 6 (N): -0.09

***

Entry 2:
# C6H12O

One molecule with the formula C6H12O (the ωB97M-V functional and the def2-TZVPD basis, the Open Molecules 2025 dataset).

## Properties
**E**: -311.0360 a.u.
**LUMO**: 1.1 eV
**Orbital gap**: 10.609 eV
**Max |F|**: 0.0083 Eh/bohr
**Total charge**: 0
**SMILES**: C[C@@H]1OCC[C@@H]1C
**2S+1**: 1
**Energy relative to the best compared isomer or geometry (same formula, charge and spin)**: 61.0 kJ/mol

Atoms and positions in Å:
1 C -1.0902 0.4003 1.5426
2 C -0.6640 -0.6974 0.5412
3 O 0.4464 -1.3780 1.1179
4 C 1.6130 -0.6262 0.7823
5 C 1.2438 0.2969 -0.3935
6 C -0.0866 -0.2988 -0.8426
7 C -0.8663 0.5389 -1.8498
8 H -0.2420 0.6393 2.2016
9 H -1.4415 1.3351 1.0951
10 H -1.8710 0.0081 2.2034
11 H -1.4575 -1.4422 0.4051
12 H 1.9830 -0.0598 1.6489
13 H 2.3714 -1.3578 0.5016
14 H 1.0894 1.3322 -0.0615
15 H 2.0038 0.3136 -1.1821
16 H 0.1307 -1.2629 -1.3283
17 H -0.2160 0.7713 -2.7061
18 H -1.7347 -0.0034 -2.2425
19 H -1.2115 1.4909 -1.4331

Löwdin atomic charge list, values in e, 6 entries: atom 1 (C): -0.02, atom 2 (C): -0.34, atom 3 (O): -0.13, atom 4 (C): -0.19, atom 5 (C): -0.14, atom 6 (C): -0.33

***

Entry 3:
# C25H20N2O3

A 2-piece molecular cluster, C25H20N2O3 overall (the ωB97M-V functional and the def2-TZVPD basis, the Open Molecules 2025 dataset).

## Properties
**E**: -1299.8376 a.u.
**LUMO**: -3.2 eV
**Orbital gap**: 2.651 eV
**Max |F|**: 0.0333 Eh/bohr
**Total charge**: 0
**2S+1**: 1
**Energy relative to the best compared isomer or geometry (same formula, charge and spin)**: 379.6 kJ/mol

Atoms and positions in Å:
1 C -5.0019 2.7356 -0.3299
2 C -3.5441 3.0180 -0.3214
3 C -2.5599 2.0393 -0.2929
4 N -1.2500 2.2190 -0.2789
5 C -0.7563 3.5071 -0.2992
6 O 0.4295 3.8095 -0.2938
7 N -1.7264 4.5143 -0.3284
8 C -3.1025 4.4028 -0.3452
9 O -3.8085 5.4121 -0.3765
10 H -5.5389 3.6890 -0.3335
11 H -5.3021 2.1590 -1.2168
12 H -5.3115 2.1578 0.5528
13 H -2.8658 0.9803 -0.2777
14 H -1.3590 5.4517 -0.3363
15 C -2.3333 -5.2563 2.2069
16 O -2.1091 -3.9557 2.7942
17 C -1.3924 -3.0819 2.0397
18 C -1.1022 -1.8057 2.5928
19 C -0.3278 -0.9110 1.8859
20 C 0.1905 -1.2474 0.6067
21 C 1.1807 -0.4579 -0.0703
22 C 1.4862 -0.5945 -1.4846
23 C 2.8294 -0.1313 -1.7034
24 C 3.4343 -0.2972 -2.9434
25 C 2.6776 -0.8379 -3.9948
26 C 1.3318 -1.2068 -3.8049
27 C 0.7314 -1.0979 -2.5453
28 C 3.3223 0.4147 -0.4409
29 C 2.2754 0.2751 0.5496
30 C 2.4923 0.7251 1.8516
31 C 3.7349 1.2900 2.1696
32 C 4.7657 1.3750 1.2152
33 C 4.5634 0.9298 -0.0993
34 C -0.1653 -2.5052 0.0524
35 C -0.9198 -3.4197 0.7507
36 H -2.8978 -5.8134 2.9494
37 H -2.9102 -5.1679 1.2779
38 H -1.3799 -5.7578 1.9988
39 H -1.4837 -1.5723 3.5855
40 H -0.1132 0.0730 2.3001
41 H 4.4761 0.0021 -3.0623
42 H 3.1333 -0.9635 -4.9770
43 H 0.7463 -1.5930 -4.6395
44 H -0.3089 -1.3812 -2.3760
45 H 1.6986 0.6458 2.5913
46 H 3.9021 1.6622 3.1802
47 H 5.7306 1.7955 1.4971
48 H 5.3396 0.9738 -0.8636
49 H 0.2185 -2.8068 -0.9187
50 H -1.1198 -4.3954 0.3060

Löwdin atomic charge list, values in e, 6 entries: atom 1 (C): -0.09, atom 2 (C): -0.23, atom 3 (C): -0.17, atom 4 (N): 0.06, atom 5 (C): -0.59, atom 6 (O): -0.03

***

Entry 4:
# C46H100B4F28N10O13S4

A 14-piece molecular cluster, C46H100B4F28N10O13S4 overall (the ωB97M-V functional and the def2-TZVPD basis, the Open Molecules 2025 dataset).

## Properties
**E**: -7826.8340 a.u.
**LUMO**: -5.7 eV
**Orbital gap**: 4.634 eV
**Max |F|**: 0.1319 Eh/bohr
**Total charge**: +2
**2S+1**: 1

Atoms and positions in Å:
1 C 2.4181 8.4571 1.8599
2 C 1.8751 7.3285 1.0625
3 O 2.1174 7.1339 -0.1802
4 N 0.9722 6.3560 1.8061
5 H 1.0747 6.5870 2.7839
6 H -0.0148 6.4226 1.6021
7 C 1.4509 4.9059 1.4855
8 H 1.6583 8.7392 2.5888
9 H 2.5588 9.2534 1.1290
10 H 3.2844 8.2659 2.4933
11 H 0.8077 4.1796 1.9823
12 H 2.4646 4.7407 1.8505
13 H 1.3744 4.8272 0.4010
14 C -3.5454 -2.9002 1.7199
15 C -3.8107 -4.2255 2.3276
16 O -4.6887 -4.9955 1.9301
17 N -3.0646 -4.6668 3.5553
18 H -2.3913 -3.9730 3.8475
19 H -3.7751 -4.8064 4.2595
20 C -2.4304 -6.0162 3.2770
21 H -3.0503 -2.2667 2.4559
22 H -4.4082 -2.3286 1.3778
23 H -2.9986 -3.2692 0.8521
24 H -1.9977 -6.3668 4.2140
25 H -1.7475 -5.9493 2.4301
26 H -3.1172 -6.7940 2.9431
27 C 1.7040 -1.5556 0.7942
28 C 0.4591 -0.5582 0.7157
29 O 0.0230 -0.1761 -0.2973
30 N -0.1656 -0.1034 2.0402
31 H -0.8325 -0.8367 2.2338
32 H 0.5239 -0.0949 2.7783
33 C -0.6989 1.3806 1.9703
34 H 2.0171 -1.9064 -0.1892
35 H 1.3614 -2.4628 1.2921
36 H 2.5824 -1.2042 1.3355
37 H -1.0984 1.6435 2.9498
38 H -1.3683 1.4505 1.1129
39 H 0.2087 1.9251 1.7098
40 C -0.5614 2.4188 6.4402
41 C -1.3220 1.4389 7.4452
42 O -1.3092 1.4082 8.6612
43 N -2.4866 0.6884 6.8160
44 H -3.3495 0.7384 7.3386
45 H -2.6373 1.0737 5.8946
46 C -2.0746 -0.7531 6.5674
47 H 0.4522 2.6128 6.7911
48 H -1.1082 3.3587 6.3650
49 H -0.5499 1.8270 5.5249
50 H -1.2028 -0.6461 5.9219
51 H -2.9280 -1.1558 6.0217
52 H -1.9668 -1.2092 7.5515
53 C 4.2662 2.5342 3.4234
54 C 3.2590 1.6349 4.1385
55 O 2.1269 1.3213 3.6425
56 N 3.7400 0.9448 5.4616
57 H 2.8765 0.4811 5.7054
58 H 4.3372 0.1573 5.2533
59 C 4.1995 1.8968 6.5999
60 H 5.2645 2.2481 3.7545
61 H 4.1156 3.6060 3.5528
62 H 4.1630 2.2700 2.3710
63 H 4.4954 2.9009 6.2959
64 H 5.0595 1.4790 7.1233
65 H 3.3133 1.9960 7.2267
66 C 3.2876 2.7967 -6.1537
67 C 2.7222 3.4204 -4.9079
68 C 1.2727 2.9198 -4.6636
69 N 0.7230 3.4468 -3.2877
70 C -0.8029 3.1184 -3.0909
71 C -1.7624 4.0131 -3.9122
72 C -1.4633 5.5470 -3.7563
73 C 0.0775 5.8279 -3.9751
74 C 0.9691 4.9826 -2.9987
75 C 1.3467 2.6875 -2.1623
76 H 4.2547 3.2318 -6.4060
77 H 2.6096 2.9212 -6.9980
78 H 3.4359 1.7442 -5.9123
79 H 2.9153 4.4931 -4.8943
80 H 3.3610 3.1645 -4.0626
81 H 1.2087 1.8349 -4.5809
82 H 0.5996 3.2639 -5.4489
83 H -0.8052 2.0519 -3.3159
84 H -1.2514 3.1928 -2.1002
85 H -1.6456 3.7799 -4.9706
86 H -2.7776 3.7422 -3.6224
87 H -2.1112 6.2378 -4.2959
88 H -1.5572 5.8139 -2.7037
89 H 0.4172 5.6203 -4.9898
90 H 0.3186 6.8693 -3.7621
91 H 2.0364 5.2017 -3.0300
92 H 0.8003 5.1177 -1.9304
93 H 1.1961 1.6298 -2.3783
94 H 0.8354 2.8785 -1.2188
95 H 2.4107 2.8959 -2.0496
96 C -9.5004 2.2078 -4.0871
97 C -8.4965 2.5198 -3.0008
98 C -7.0321 2.0175 -3.2830
99 N -5.9928 2.0342 -2.1563
100 C -4.7284 1.3873 -2.7779
101 C -3.5602 1.1564 -1.7612
102 C -3.9723 0.1834 -0.7912
103 C -5.2648 0.6947 -0.0245
104 C -6.4242 1.1785 -0.9006
105 C -5.8341 3.5284 -1.7028
106 H -9.6565 1.1409 -4.2467
107 H -9.2881 2.6498 -5.0606
108 H -10.4973 2.4767 -3.7379
109 H -8.9253 2.0684 -2.1061
110 H -8.3704 3.5665 -2.7241
111 H -6.5988 2.6369 -4.0683
112 H -7.2440 0.9829 -3.5529
113 H -4.9755 0.4579 -3.2910
114 H -4.3932 2.1587 -3.4711
115 H -2.6969 0.7975 -2.3216
116 H -3.2687 2.0871 -1.2744
117 H -4.0747 -0.7988 -1.2527
118 H -3.0926 0.1635 -0.1479
119 H -5.6185 -0.1032 0.6285
120 H -4.8765 1.3944 0.7156
121 H -6.8160 0.2400 -1.2928
122 H -7.2207 1.8039 -0.4975
123 H -5.3202 3.9486 -2.5673
124 H -5.0969 3.3732 -0.9150
125 H -6.7415 4.0410 -1.3833
126 C -0.4839 -9.0950 -0.7987
127 C 0.0621 -7.8402 -0.1428
128 C 1.5854 -8.0069 0.2487
129 N 2.2703 -6.6594 0.6023
130 C 3.6177 -7.1891 1.1912
131 C 4.7912 -6.1955 1.1069
132 C 4.8854 -5.3205 -0.1568
133 C 3.4836 -4.7054 -0.5391
134 C 2.4685 -5.7894 -0.7628
135 C 1.5295 -5.9301 1.6434
136 H -0.4159 -9.9593 -0.1380
137 H -0.1431 -9.2916 -1.8152
138 H -1.5341 -8.9505 -1.0522
139 H -0.5292 -7.6107 0.7437
140 H -0.1895 -7.0063 -0.7981
141 H 1.9921 -8.4855 -0.6421
142 H 1.6744 -8.6792 1.1021
143 H 3.9103 -7.8968 0.4155
144 H 3.5627 -7.6055 2.1970
145 H 5.7634 -6.6455 1.3078
146 H 4.7007 -5.4684 1.9139
147 H 5.2867 -5.9206 -0.9735
148 H 5.5010 -4.4349 0.0012
149 H 3.6127 -4.2101 -1.5015
150 H 3.2139 -3.9652 0.2142
151 H 2.8655 -6.5624 -1.4207
152 H 1.5480 -5.3967 -1.1948
153 H 2.2515 -5.1202 1.7482
154 H 1.4138 -6.4297 2.6053
155 H 0.6233 -5.5530 1.1694
156 B -1.8863 4.4368 1.0867
157 F -1.1338 3.7539 0.1591
158 F -1.4834 5.7499 0.9466
159 F -3.2511 4.3114 0.7277
160 F -1.7077 3.9663 2.3241
161 B -0.1530 -3.1557 3.6600
162 F 0.1076 -4.1061 4.6206
163 F -0.5117 -3.7294 2.4662
164 F -1.1670 -2.3093 4.0430
165 F 0.9600 -2.4184 3.5024
166 B -4.3433 0.7766 3.6250
167 F -3.3816 1.5715 4.2685
168 F -4.7857 -0.1330 4.5358
169 F -5.4788 1.5511 3.2290
170 F -3.8347 0.0080 2.6035
171 B 5.1367 -1.2904 2.6072
172 F 6.4980 -1.2898 2.7582
173 F 4.5586 -1.3604 3.8675
174 F 4.8003 -0.1534 1.9146
175 F 4.7020 -2.4686 1.9317
176 C 8.4091 -2.8208 -2.8093
177 F 7.9926 -3.2555 -3.9998
178 F 7.6862 -3.3917 -1.8697
179 F 9.6641 -3.1153 -2.6406
180 S 8.2989 -0.8774 -2.6658
181 O 8.8726 -0.6006 -1.3294
182 O 9.0519 -0.3319 -3.8138
183 N 6.6522 -0.6157 -2.9344
184 S 6.1484 -0.0370 -1.5842
185 O 6.2447 -0.9796 -0.4738
186 O 6.6400 1.3043 -1.3194
187 C 4.2862 0.2881 -1.9311
188 F 3.6665 -0.8580 -2.1539
189 F 3.6764 0.9998 -0.9530
190 F 4.2178 0.9544 -3.0732
191 C -2.7727 0.6367 -6.2011
192 F -2.8427 1.0568 -4.9349
193 F -3.8906 0.0276 -6.5209
194 F -2.5855 1.6437 -7.0146
195 S -1.1532 -0.5088 -6.3546
196 O -1.2407 -1.0743 -7.7131
197 O -0.0502 0.4635 -6.1444
198 N -1.4328 -1.8007 -5.2257
199 S -0.2052 -1.5752 -4.2640
200 O 1.1190 -1.9383 -4.8252
201 O -0.2146 -0.4120 -3.4014
202 C -0.4997 -2.9465 -2.9498
203 F 0.4575 -2.9966 -2.0614
204 F -1.5943 -2.7093 -2.2295
205 F -0.5122 -4.1672 -3.5161

Löwdin atomic charge list, values in e, 6 entries: atom 1 (C): 0.03, atom 2 (C): -0.30, atom 3 (O): 0.11, atom 4 (N): 0.12, atom 5 (H): 0.16, atom 6 (H): 0.13

***

Q: What is the total charge in the fourth record?
A: +2